Entry 1:
The following is a quantum chemistry calculation of a structure of composition C34H56IrN3O3Si4, from the OMol25 dataset.

The geometry in XYZ format:
```
101
Properties=species:S:1:pos:R:3:forces:R:3
Ir 0.6176 0.4829 0.0126 0.69 -0.05 0.27
C 0.1834 4.4806 0.7736 -0.07 0.05 -0.03
N -0.3504 3.4295 1.6289 0.17 -0.01 0.01
C -0.1473 3.7658 3.0266 -0.02 -0.04 -0.01
C -1.6403 2.9604 1.2759 -0.14 -0.03 0.13
C -2.7493 3.1936 2.0881 0.03 0.06 -0.01
C -3.9902 2.6425 1.7961 0.01 0.00 -0.01
C -4.1439 1.8415 0.6785 0.03 0.00 0.00
C -3.0468 1.6062 -0.1397 -0.05 0.00 -0.07
C -1.8059 2.1593 0.1296 0.11 -0.05 -0.05
N -0.6621 1.8206 -0.6427 -0.39 -0.08 -0.35
C -0.3483 2.4824 -1.7983 0.08 -0.06 0.08
C -1.1914 3.3670 -2.4893 0.03 -0.04 0.02
C -0.7380 4.0169 -3.6234 0.06 0.01 -0.03
C 0.5571 3.8268 -4.0941 -0.07 0.03 0.01
C 1.4039 2.9643 -3.4106 -0.01 -0.05 0.00
C 0.9533 2.2896 -2.2917 -0.01 -0.01 0.00
N 1.8305 1.4267 -1.4756 -0.02 -0.04 0.00
C 2.6663 0.5505 -2.3205 0.05 0.14 0.09
C 2.7522 2.2935 -0.6950 -0.05 0.07 0.08
H -0.3382 5.4363 0.9351 0.00 0.00 0.00
H 0.0988 4.2223 -0.2792 -0.02 0.02 0.08
H 1.2385 4.6304 1.0121 -0.01 0.04 0.01
H 0.9242 3.8742 3.2021 0.00 0.01 0.00
H -0.5147 2.9646 3.6662 -0.03 -0.02 0.00
H -0.6308 4.7108 3.3192 0.00 -0.01 0.01
H -2.6465 3.8155 2.9672 0.02 -0.01 0.02
H -4.8312 2.8430 2.4487 0.00 0.00 0.00
H -5.0995 1.3880 0.4498 0.00 0.00 -0.01
H -3.1330 0.9461 -0.9906 -0.01 -0.02 -0.02
H -2.1966 3.5318 -2.1240 0.00 0.00 0.01
H -1.4067 4.6875 -4.1486 0.00 0.00 0.00
H 0.9075 4.3467 -4.9748 -0.01 -0.01 -0.01
H 2.4198 2.8328 -3.7616 -0.02 -0.01 -0.01
H 3.3113 -0.0326 -1.6703 -0.04 -0.03 -0.02
H 3.2978 1.1399 -2.9890 0.00 -0.01 0.00
H 2.0373 -0.1064 -2.9045 -0.15 -0.05 -0.12
H 3.3892 2.8710 -1.3707 -0.01 0.00 -0.01
H 3.3681 1.6659 -0.0527 0.01 -0.01 0.00
H 2.1661 2.9756 -0.0815 0.02 -0.04 -0.01
C -3.3629 0.6532 5.5358 -0.03 0.02 -0.02
O -2.0212 0.5380 5.9838 0.05 -0.02 -0.01
C -1.0735 0.3125 5.0488 -0.03 0.02 0.02
C 0.2470 0.1911 5.5465 0.03 0.01 -0.05
C 1.2549 -0.0531 4.6646 0.03 0.00 0.07
C 1.0432 -0.1407 3.2656 0.07 -0.23 -0.21
C 2.1046 -0.5906 2.4039 -0.11 0.36 -0.11
C 3.3334 -1.1844 3.0281 0.04 -0.05 0.06
O 2.1002 -0.5271 1.1500 0.07 -0.07 0.08
C -0.2799 0.0316 2.7735 0.01 0.15 0.23
O -0.6185 -0.0066 1.5348 -0.10 -0.02 -0.29
C -1.3316 0.2198 3.7046 -0.04 0.03 -0.01
H -3.9615 0.8356 6.4234 0.00 -0.01 0.00
H -3.6941 -0.2674 5.0500 0.00 0.00 0.01
H -3.4756 1.4867 4.8376 0.01 -0.01 0.01
H 0.4189 0.2800 6.6095 0.00 0.00 0.00
H 2.2617 -0.1715 5.0446 -0.06 0.01 0.04
H 3.0587 -1.9201 3.7830 0.07 -0.03 -0.02
H 3.9224 -0.4051 3.5171 -0.01 0.00 -0.01
H 3.9380 -1.6459 2.2583 0.09 -0.06 -0.13
H -2.3236 0.3241 3.2887 0.01 0.02 0.00
C 2.8047 -2.6314 -3.5407 0.02 0.01 0.01
Si 2.4057 -2.8011 -1.6952 -0.02 -0.05 0.01
C 4.0149 -2.3444 -0.8064 0.01 -0.04 0.02
C 2.1178 -4.6422 -1.4100 0.01 0.01 0.01
Si 0.4274 -1.6073 -1.0924 -0.40 0.33 0.01
Si -0.7801 -1.5260 -3.1454 0.09 0.08 -0.10
C -0.8375 -3.2682 -3.8859 0.05 0.04 0.02
C -0.1302 -0.4258 -4.5449 0.05 -0.05 0.06
C -2.5414 -0.9100 -2.9324 -0.04 -0.01 0.03
Si -0.9442 -2.9638 0.2918 0.05 -0.04 0.06
C -1.4337 -4.6018 -0.5147 0.00 0.03 0.05
C -2.5883 -2.1750 0.7549 -0.06 0.05 0.00
C -0.0583 -3.4049 1.9010 -0.01 0.03 -0.01
H 3.3105 -3.5443 -3.8686 0.03 0.01 0.01
H 3.4836 -1.7982 -3.7339 -0.01 0.01 0.00
H 1.9267 -2.5018 -4.1707 0.00 -0.02 -0.02
H 4.8407 -2.3816 -1.5229 -0.01 0.00 0.01
H 4.2404 -3.0632 -0.0184 -0.04 -0.04 0.09
H 3.9939 -1.3558 -0.3537 0.02 -0.01 0.08
H 3.0477 -5.1936 -1.5772 0.01 0.02 -0.01
H 1.3712 -5.0354 -2.1016 -0.03 -0.01 -0.01
H 1.7774 -4.8543 -0.3955 0.01 -0.01 0.03
H 0.1356 -3.7604 -3.8541 0.00 -0.03 -0.01
H -1.1314 -3.1924 -4.9369 -0.02 -0.01 0.01
H -1.5503 -3.9216 -3.3857 -0.04 0.00 0.06
H 0.8353 -0.7378 -4.9470 0.01 0.02 0.01
H -0.0699 0.6331 -4.2852 -0.01 -0.02 0.07
H -0.8641 -0.5214 -5.3521 0.03 0.02 -0.03
H -3.0666 -1.3555 -2.0882 -0.01 0.01 0.01
H -3.1122 -1.1197 -3.8416 0.01 -0.01 0.00
H -2.5210 0.1735 -2.8010 -0.01 0.02 0.00
H -2.1803 -4.4478 -1.2948 -0.01 0.02 -0.03
H -1.8945 -5.2270 0.2567 -0.01 -0.01 -0.01
H -0.6037 -5.1592 -0.9428 0.05 -0.03 -0.02
H -3.2757 -2.1554 -0.0925 -0.01 -0.02 -0.01
H -2.4817 -1.1604 1.1408 -0.01 -0.12 -0.07
H -3.0459 -2.8015 1.5274 -0.03 0.01 0.02
H 0.9278 -3.8435 1.7306 0.02 0.01 -0.01
H -0.6618 -4.1406 2.4413 0.02 -0.01 0.01
H 0.0593 -2.5367 2.5538 0.01 -0.06 -0.06
```
Forces are in eV/Å.

E_LUMO (eV): 0.25
Energy relative to the best compared isomer or geometry (same formula, charge and spin) (eV): 0.000
Gap between HOMO and LUMO (Eh): 0.2626

---

Entry 2:
The following is a quantum chemistry calculation of a structure of composition C34H56N2OP3Ru in a non-equilibrium geometry, from the OMol25 dataset.

The geometry in XYZ format:
```
97
Properties=species:S:1:pos:R:3:forces:R:3
C -1.2616 -1.3548 -1.8792 -0.34 0.20 -0.45
C 0.7377 -2.3978 -1.1070 -0.42 -0.10 -0.24
C -1.4958 -2.3842 -2.8104 0.38 0.33 0.46
C 0.4637 -3.5063 -1.9441 0.64 0.20 0.56
C -0.6252 -3.4786 -2.7954 -0.47 -0.04 -0.43
H -2.3537 -2.2974 -3.4804 0.32 -0.26 0.21
H 1.1524 -4.3494 -1.8864 -0.28 0.13 -0.24
H -0.8209 -4.3176 -3.4632 0.12 0.17 0.17
N -0.1821 -1.3648 -1.0898 -0.06 -0.39 0.94
P -2.2365 0.2636 0.0972 -3.70 -0.25 -0.47
P 2.3150 -0.6509 0.3328 2.07 -0.55 0.59
C -2.2318 -0.1887 -1.6915 0.71 -0.18 -0.30
H -1.8998 0.6895 -2.2530 0.07 -0.22 -0.04
H -3.2446 -0.4146 -2.0361 0.29 -0.09 0.07
C 0.4521 1.6391 1.3950 0.80 4.58 3.24
O 0.7430 2.6856 1.8096 -0.71 -2.87 -1.27
C 1.8959 -2.2545 -0.2900 -0.35 -0.73 -0.73
H 2.6242 -3.0644 -0.2239 -0.34 0.10 -0.16
C 3.4627 0.0868 -1.0156 0.11 0.39 -0.29
C 3.4575 -1.0029 1.8333 0.10 0.20 0.26
C -3.1224 1.9300 0.1954 -0.02 0.12 0.19
C -3.4605 -1.1124 0.6731 0.10 0.15 0.22
C 3.5641 1.6029 -0.7583 0.03 -0.02 0.02
H 4.1977 1.8248 0.1084 -0.20 0.01 -0.29
H 4.0194 2.0676 -1.6453 -0.09 -0.05 0.29
H 2.5815 2.0557 -0.5965 0.21 0.07 -0.04
C 4.8839 -0.5095 -1.0409 0.00 -0.04 0.11
H 5.4733 -0.2674 -0.1514 -0.15 -0.06 -0.31
H 4.8670 -1.5953 -1.1892 0.06 0.23 -0.01
H 5.4083 -0.0695 -1.9044 -0.23 -0.09 0.23
C 2.8768 -0.1877 -2.4095 -0.21 -0.04 -0.05
H 3.3877 0.4753 -3.1246 -0.11 -0.28 0.17
H 3.0382 -1.2284 -2.7211 0.00 0.25 0.07
H 1.8085 0.0219 -2.4676 0.16 -0.14 -0.07
C 4.1961 0.2850 2.2691 -0.03 -0.15 -0.10
H 3.5025 1.1333 2.3665 0.19 -0.13 0.01
H 4.6440 0.1022 3.2587 -0.14 0.06 -0.32
H 5.0085 0.5617 1.5895 -0.24 -0.02 0.23
C 2.6218 -1.4751 3.0096 -0.41 -0.08 0.25
H 1.8947 -0.7313 3.3425 0.36 -0.20 -0.10
H 2.0925 -2.3973 2.7706 0.31 0.14 0.01
H 3.2863 -1.7019 3.8554 -0.15 0.15 -0.20
C 4.4280 -2.1732 1.5898 0.27 0.12 -0.30
H 5.1717 -1.9903 0.8138 -0.17 -0.13 0.29
H 4.9689 -2.3464 2.5328 -0.17 0.01 -0.29
H 3.8785 -3.0870 1.3436 0.21 0.04 0.18
C -3.8910 -0.7443 2.0968 0.01 -0.14 0.27
H -4.3206 -1.6320 2.5865 0.04 0.28 -0.12
H -3.0190 -0.4271 2.7015 -0.71 0.02 -0.29
H -4.6442 0.0533 2.1201 0.22 -0.28 -0.02
C -2.6903 -2.4417 0.6691 0.27 -0.03 0.17
H -2.5669 -2.8341 -0.3492 -0.10 -0.01 0.36
H -1.6832 -2.3467 1.1066 -0.34 -0.06 -0.22
H -3.2433 -3.1769 1.2728 0.10 0.13 -0.27
C -4.7221 -1.3447 -0.1948 -0.03 0.23 0.02
H -5.2939 -2.1645 0.2693 0.24 0.20 -0.11
H -5.3907 -0.4804 -0.2463 0.23 -0.36 0.02
H -4.4820 -1.6597 -1.2162 -0.08 -0.05 0.24
C -2.4236 2.9503 -0.7151 0.19 0.08 0.05
H -2.4712 2.6652 -1.7734 -0.01 0.11 0.17
H -2.9578 3.9059 -0.6031 0.22 -0.26 -0.08
H -1.3769 3.1123 -0.4342 -0.20 0.06 0.00
C -3.0862 2.4486 1.6459 0.04 0.04 -0.02
H -2.0610 2.5198 2.0335 -0.20 0.07 -0.06
H -3.5251 3.4571 1.6438 0.18 -0.25 0.10
H -3.6795 1.8317 2.3286 0.17 0.22 -0.17
C -4.5872 1.8570 -0.2669 -0.06 0.02 0.02
H -4.6841 1.4230 -1.2688 -0.07 0.09 0.18
H -5.2262 1.3157 0.4375 0.15 0.17 -0.19
H -4.9646 2.8903 -0.3153 0.10 -0.31 0.00
Ru 0.0425 0.1084 0.4855 1.56 -2.33 -2.11
N 0.2721 1.2546 -1.1735 0.49 3.17 -3.22
C 0.4247 1.9675 -2.1015 -0.21 -1.24 1.37
C 0.6109 2.7371 -3.2751 0.04 0.49 -0.47
C 0.4314 4.1445 -3.2566 0.00 -0.03 0.05
C 0.9674 2.0930 -4.4848 -0.02 -0.14 -0.10
C 0.5916 4.8804 -4.4307 -0.06 -0.25 0.37
H 0.1692 4.6276 -2.3123 0.07 -0.03 -0.37
C 1.1370 2.8397 -5.6500 -0.05 -0.30 0.38
H 1.1020 1.0074 -4.4843 -0.03 0.41 -0.13
C 0.9428 4.2260 -5.6199 -0.02 0.00 0.10
H 0.4389 5.9636 -4.4133 0.09 -0.46 -0.03
H 1.4186 2.3305 -6.5767 -0.14 0.27 0.37
H 1.0653 4.8053 -6.5365 -0.03 -0.16 0.28
C -1.8383 -1.5146 4.4692 -0.64 0.02 -0.06
P -0.7549 -0.9790 3.0418 -0.75 -1.30 3.67
C -0.0074 0.2955 4.2073 0.48 0.64 -0.72
C -0.1677 -2.8118 2.9295 0.43 -0.03 -0.89
H -2.3610 -0.6758 4.9296 0.01 0.01 -0.06
H -1.1332 -1.9163 5.2122 -0.20 0.04 -0.21
H -2.5698 -2.2900 4.2253 0.18 0.15 -0.08
H 0.0931 -0.1026 5.2241 -0.03 -0.09 -0.37
H 0.9493 0.7165 3.8823 -0.34 0.00 0.10
H -0.7524 1.1224 4.2286 0.30 -0.56 -0.06
H 0.4370 -3.0720 3.8197 -0.19 0.42 -0.49
H -1.0639 -3.4644 2.9345 0.27 0.78 0.01
H 0.3761 -2.9974 1.9853 -0.11 -0.03 0.60
```
Forces are in eV/Å.

⟨S²⟩: 6.055
E_LUMO (spin up / spin down) (eV): -8.06 / -12.26
Net charge: +3
Energy relative to the best compared isomer or geometry (same formula, charge and spin) (eV): 0.000
Gap between HOMO and LUMO (spin up / spin down) (Eh): 0.2907 / 0.1817
Multiplicity: 5

---

What is the energy relative to the best compared isomer or geometry (same formula, charge and spin) in the first record?
0.000 eV